{
  "formula": "Cl3H2PSi",
  "method": "ωB97M-V/def2-TZVPD",
  "total_charge": 0,
  "de_lowest_kcal_mol": 0.00,
  "fmax_ev_per_a": 2.1,
  "smiles": "P[Si](Cl)(Cl)Cl",
  "homo_lumo_gap_ev": 10.00,
  "elements": ["Si", "P", "Cl", "Cl", "Cl", "H", "H"],
  "positions_angstrom": [[-0.841, 0.141, -0.085], [1.453, -0.457, -0.375], [-1.756, -0.474, -1.730], [-2.089, -0.767, 1.221], [-0.771, 2.142, 0.064], [1.795, -1.207, 0.769], [2.209, 0.622, 0.135]],
  "mulliken_charge": [0.6785, -0.1962, -0.2015, -0.2114, -0.2089, 0.0734, 0.0662]
}